# 1
{
  "formula": "C29H19Cl5N5O4S2W",
  "method": "ωB97M-V with the def2-TZVPD basis set",
  "symbols": ["W", "O", "C", "C", "C", "C", "C", "C", "C", "O", "N", "N", "C", "C", "C", "C", "C", "C", "C", "O", "H", "H", "H", "H", "H", "H", "H", "H", "H", "H", "Cl", "C", "C", "Cl", "C", "Cl", "C", "O", "C", "Cl", "C", "Cl", "S", "C", "S", "C", "C", "N", "C", "N", "C", "C", "C", "C", "C", "N", "H", "H", "H", "H", "H", "H", "H", "H", "H"],
  "positions_angstrom": [[-1.12205, 0.29354, -0.45359], [4.22770, 1.14220, 1.03081], [3.46591, 1.92949, 1.80327], [4.10934, 2.69429, 2.77474], [3.38489, 3.52461, 3.60187], [1.99456, 3.62251, 3.48992], [1.34561, 2.87591, 2.53865], [2.06487, 2.01818, 1.68406], [1.34212, 1.24146, 0.70697], [0.00748, 1.38223, 0.65327], [1.90228, 0.42481, -0.12430], [0.94465, -0.17194, -0.92379], [1.36430, -0.91436, -1.89539], [0.50360, -1.71546, -2.70932], [1.00251, -2.28815, -3.89314], [0.22252, -3.13061, -4.64497], [-1.06730, -3.44541, -4.20060], [-1.56931, -2.91159, -3.03125], [-0.79733, -2.03199, -2.27972], [-1.28431, -1.55078, -1.12552], [3.66897, 0.66976, 0.38830], [5.18503, 2.61645, 2.85258], [3.90502, 4.11181, 4.34704], [1.43570, 4.28176, 4.13832], [0.27152, 2.94432, 2.42640], [2.43631, -0.93168, -2.07255], [2.01316, -2.04829, -4.20094], [0.60221, -3.56014, -5.56055], [-1.68130, -4.12260, -4.77910], [-2.56018, -3.15947, -2.67489], [-1.48095, 4.29102, -6.86568], [-1.41621, 3.27193, -5.49687], [-0.52773, 3.55710, -4.45859], [0.49986, 4.92102, -4.53981], [-0.48157, 2.72431, -3.34734], [0.58973, 3.03799, -2.04155], [-1.31756, 1.61239, -3.27270], [-1.29610, 0.79415, -2.20253], [-2.20821, 1.33117, -4.30421], [-3.23917, -0.02896, -4.14147], [-2.25884, 2.15993, -5.41855], [-3.35908, 1.81456, -6.67916], [-2.45878, 2.33101, 0.05108], [-3.25523, 1.18950, 1.08098], [-3.28810, -0.38410, 0.30617], [-3.59617, 1.39533, 2.37560], [-3.97862, 0.29489, 3.20946], [-4.18628, -0.61126, 3.88597], [-3.40847, 2.68021, 2.97901], [-3.25474, 3.72042, 3.44227], [1.42969, -2.72595, 3.36990], [0.03015, -2.12364, 3.56567], [0.03471, -1.03013, 4.64707], [-1.00635, -3.20923, 3.90143], [-0.36918, -1.48622, 2.31122], [-0.67925, -0.94237, 1.35329], [1.73344, -3.19606, 4.30433], [2.16152, -1.95825, 3.11688], [1.42450, -3.48491, 2.58790], [0.33903, -1.48235, 5.59013], [-0.96308, -0.60927, 4.77537], [0.73363, -0.22927, 4.40334], [-0.70970, -3.68487, 4.83544], [-1.04987, -3.96880, 3.12156], [-1.99906, -2.77760, 4.03315]],
  "forces_ev_per_angstrom": [[-0.53, -0.51, -0.21], [0.00, -0.01, 0.00], [-0.07, 0.02, 0.00], [0.06, 0.00, 0.02], [-0.02, -0.02, -0.03], [-0.01, 0.01, 0.01], [0.02, -0.01, -0.02], [-0.11, 0.07, 0.10], [0.15, -0.17, -0.19], [0.28, 0.29, -0.08], [0.04, -0.01, 0.00], [-0.02, -0.01, 0.16], [-0.09, -0.06, -0.03], [0.03, 0.01, 0.06], [0.07, 0.05, 0.03], [-0.11, -0.04, 0.01], [0.12, 0.05, -0.02], [-0.12, 0.00, 0.12], [0.16, -0.10, -0.06], [-0.18, 0.12, -0.17], [0.02, -0.01, 0.01], [0.00, 0.00, 0.00], [0.01, 0.00, 0.00], [0.00, 0.00, 0.00], [0.00, 0.01, 0.01], [0.00, 0.01, 0.00], [0.00, -0.01, -0.02], [0.01, 0.00, 0.00], [-0.01, 0.00, 0.00], [0.00, -0.01, -0.02], [0.01, 0.01, 0.00], [-0.02, 0.01, -0.03], [-0.01, -0.01, -0.01], [0.00, 0.00, -0.01], [0.01, -0.14, 0.17], [0.02, 0.04, -0.02], [-0.04, 0.13, -0.25], [0.32, 0.36, 0.21], [-0.05, -0.11, 0.09], [0.01, 0.04, -0.04], [0.00, 0.00, 0.01], [0.00, 0.00, -0.02], [-0.02, -0.13, 0.02], [-0.25, -0.09, 0.06], [0.17, 0.13, 0.08], [0.01, 0.02, 0.10], [0.05, 0.07, -0.01], [-0.02, -0.04, -0.02], [-0.14, -0.04, -0.04], [0.08, 0.01, 0.01], [-0.03, 0.03, -0.02], [-0.07, -0.15, 0.15], [-0.03, 0.04, -0.04], [-0.01, 0.05, -0.03], [-0.02, 0.14, 0.01], [0.29, 0.01, -0.08], [0.00, 0.00, 0.01], [0.00, 0.00, 0.00], [0.02, -0.01, 0.00], [0.01, -0.02, 0.00], [0.02, 0.01, 0.01], [0.01, 0.00, 0.00], [0.00, -0.01, 0.00], [0.01, -0.02, 0.01], [0.01, 0.00, -0.01]],
  "de_lowest_ev": 0.000,
  "gap_ev": 5.9,
  "lumo_ev": -5.4819,
  "homo_energy_ev": -11.4,
  "total_charge": 1
}

# 2
{
  "formula": "C38H55FN5O3PtSe",
  "method": "ωB97M-V with the def2-TZVPD basis set",
  "symbols": ["Pt", "C", "C", "C", "C", "C", "C", "C", "C", "C", "C", "C", "C", "C", "C", "C", "C", "C", "H", "H", "H", "H", "H", "H", "H", "H", "H", "H", "H", "H", "H", "H", "H", "H", "H", "H", "H", "H", "H", "H", "H", "H", "H", "H", "H", "H", "H", "C", "C", "N", "C", "C", "C", "O", "O", "C", "O", "C", "C", "C", "F", "C", "C", "C", "N", "C", "C", "N", "C", "C", "H", "H", "H", "H", "H", "H", "H", "H", "H", "H", "H", "H", "H", "H", "H", "H", "H", "H", "C", "N", "C", "C", "N", "C", "C", "Se", "H", "H", "H", "H", "H", "H", "H", "H"],
  "positions_angstrom": [[-0.20666, -0.68022, 1.07878], [-0.66730, -2.45661, -0.07346], [-1.87857, -2.04839, 0.57442], [-1.62813, -2.13191, 2.03592], [-0.28090, -2.57547, 2.16981], [0.34274, -2.78341, 0.90116], [1.68400, -3.43827, 0.70314], [1.53451, -4.87954, 1.23244], [2.74508, -2.69868, 1.52039], [2.05142, -3.48876, -0.77890], [-2.49947, -1.93888, 3.28201], [-3.73268, -2.85172, 3.20120], [-1.70946, -2.38140, 4.52499], [-2.87453, -0.46883, 3.51432], [-3.12547, -1.75256, -0.25496], [-2.71957, -1.24296, -1.64502], [-3.84407, -3.10409, -0.43552], [-4.08125, -0.71486, 0.32915], [-0.52719, -2.49903, -1.13896], [0.23838, -2.66707, 3.11020], [1.31403, -4.89465, 2.30070], [2.47157, -5.41490, 1.07903], [0.74772, -5.42109, 0.70450], [2.50967, -2.69318, 2.58553], [2.83229, -1.65929, 1.20275], [3.70812, -3.19727, 1.40216], [1.34780, -4.10167, -1.34635], [3.03615, -3.94102, -0.89507], [2.07878, -2.49003, -1.22025], [-3.43857, -3.88941, 3.03094], [-4.44347, -2.56871, 2.43239], [-4.25406, -2.81398, 4.15780], [-1.41939, -3.43269, 4.47680], [-2.34845, -2.26245, 5.39899], [-0.82045, -1.76896, 4.69104], [-3.33865, 0.00901, 2.65815], [-1.98108, 0.09946, 3.78225], [-3.56580, -0.41277, 4.35624], [-2.24378, -2.01940, -2.24294], [-2.05909, -0.37490, -1.57266], [-3.61672, -0.94468, -2.18614], [-3.18872, -3.84356, -0.90007], [-4.70481, -2.96325, -1.09008], [-4.20198, -3.51189, 0.50698], [-3.57575, 0.23880, 0.47880], [-4.53509, -1.02162, 1.26444], [-4.89237, -0.56624, -0.38408], [-0.28974, 6.48897, 4.24201], [-1.07979, 5.29979, 4.75890], [-1.17304, 4.21110, 3.75975], [-0.31080, 3.20372, 3.83984], [-0.25497, 2.13515, 2.96752], [0.84456, 1.15250, 3.26564], [1.55420, 1.33315, 4.22517], [1.04530, 0.14506, 2.44992], [-1.18065, 2.07500, 1.91464], [-1.28790, 1.12874, 1.05836], [-2.09648, 3.19418, 1.78861], [-3.02428, 3.24710, 0.73869], [-3.90416, 4.28023, 0.64020], [-4.79908, 4.25428, -0.36269], [-3.92680, 5.35419, 1.55991], [-2.99032, 5.31144, 2.58085], [-2.09001, 4.24595, 2.71662], [-4.81957, 6.42766, 1.46265], [-5.47636, 6.94871, 2.65370], [-5.36928, 8.47378, 2.65702], [-5.41240, 8.95861, 1.22234], [-6.26646, 8.06292, 0.37171], [-5.59023, 6.69419, 0.24618], [-0.25061, 7.26169, 5.00885], [-0.73267, 6.91708, 3.34240], [0.73411, 6.19795, 4.00843], [-2.09095, 5.56584, 5.06262], [-0.59952, 4.86969, 5.63461], [0.40315, 3.22544, 4.65417], [-3.05978, 2.45442, 0.00521], [-2.93891, 6.13842, 3.27177], [-5.02113, 6.55771, 3.55832], [-6.52591, 6.63729, 2.67612], [-4.42872, 8.82259, 3.07772], [-6.19402, 8.94181, 3.19069], [-4.46389, 8.96926, 0.84426], [-5.75487, 9.92001, 1.18653], [-6.39976, 8.52767, -0.60212], [-7.23591, 8.01129, 0.86287], [-4.91614, 6.69115, -0.60902], [-6.37421, 5.95760, 0.05662], [4.53841, 0.08247, -0.61301], [3.65394, -0.30086, -1.71609], [4.11071, -0.83407, -2.89535], [3.03161, -1.05192, -3.68149], [1.92964, -0.64408, -2.97034], [0.57119, -0.63171, -3.49860], [2.31109, -0.20505, -1.75801], [1.27078, 0.69448, -0.45753], [5.48982, 0.38985, -1.03719], [4.68983, -0.76400, 0.05022], [4.09914, 0.90774, -0.06257], [5.15801, -0.99658, -3.08103], [2.95645, -1.44087, -4.68170], [0.62800, -0.60887, -4.58302], [0.05931, 0.25558, -3.13654], [0.03462, -1.52114, -3.18419]],
  "forces_ev_per_angstrom": [[0.49, 0.01, 0.00], [-0.20, 0.07, 0.13], [-0.04, 0.04, -0.07], [0.03, -0.05, 0.07], [-0.07, -0.01, -0.01], [-0.07, 0.04, -0.04], [-0.03, -0.06, 0.01], [0.01, 0.03, -0.03], [0.05, -0.02, -0.03], [0.01, 0.05, 0.01], [0.05, 0.01, 0.01], [0.01, -0.03, 0.00], [0.00, 0.01, 0.02], [-0.02, -0.01, -0.01], [0.03, -0.04, -0.06], [0.07, 0.01, -0.01], [0.01, -0.04, 0.03], [0.00, 0.01, 0.07], [-0.01, -0.03, -0.02], [0.00, 0.00, -0.02], [0.00, 0.00, 0.00], [0.00, 0.00, 0.00], [0.00, -0.01, 0.00], [0.01, 0.00, -0.01], [0.02, 0.05, -0.02], [-0.01, 0.01, 0.00], [-0.01, 0.00, 0.01], [0.01, 0.01, 0.00], [0.02, -0.11, 0.06], [0.00, 0.00, 0.00], [-0.01, 0.05, -0.05], [0.00, 0.00, -0.01], [-0.01, 0.00, 0.00], [0.00, 0.00, 0.00], [-0.01, 0.00, 0.01], [-0.04, -0.01, -0.04], [0.00, 0.00, 0.00], [0.00, 0.00, -0.01], [0.06, -0.01, -0.04], [0.01, 0.01, -0.03], [0.01, 0.00, 0.01], [0.00, 0.01, 0.00], [0.00, 0.01, 0.01], [-0.01, -0.01, 0.03], [0.01, 0.02, -0.01], [0.00, -0.03, 0.05], [0.01, 0.01, 0.01], [0.00, 0.01, 0.00], [-0.01, -0.02, -0.01], [0.01, 0.00, 0.01], [-0.01, 0.00, -0.02], [0.01, 0.02, 0.07], [0.01, -0.09, -0.06], [-0.01, 0.02, 0.02], [-0.06, -0.11, 0.09], [0.04, 0.06, -0.05], [-0.03, -0.03, -0.10], [-0.02, 0.00, 0.02], [0.01, -0.02, -0.01], [-0.03, 0.01, -0.01], [0.01, -0.01, 0.01], [0.02, -0.03, -0.01], [-0.01, 0.00, 0.00], [0.01, 0.01, 0.03], [0.02, 0.04, 0.01], [-0.01, -0.02, 0.01], [0.01, 0.02, -0.03], [0.00, -0.01, 0.01], [0.00, 0.03, 0.01], [0.00, 0.00, -0.01], [0.00, 0.00, 0.00], [0.00, 0.00, 0.00], [0.00, 0.00, 0.00], [0.00, 0.00, 0.00], [0.01, 0.00, 0.00], [0.00, 0.00, 0.00], [0.00, -0.01, -0.01], [-0.01, 0.01, 0.00], [0.01, -0.01, 0.00], [0.00, 0.00, 0.00], [0.00, 0.01, 0.01], [-0.01, 0.00, -0.01], [0.00, -0.01, 0.00], [0.00, 0.00, 0.00], [0.01, 0.01, 0.00], [0.00, -0.01, 0.00], [0.00, 0.00, 0.00], [0.00, 0.00, 0.01], [-0.04, 0.02, 0.01], [-0.03, -0.11, 0.00], [0.01, 0.00, 0.02], [-0.03, -0.01, 0.03], [-0.05, 0.06, -0.07], [0.04, 0.06, 0.02], [0.10, 0.16, 0.12], [-0.22, 0.14, -0.22], [0.00, 0.01, 0.01], [0.01, -0.04, 0.04], [-0.01, -0.01, 0.01], [0.00, 0.00, 0.00], [0.00, 0.00, 0.00], [-0.02, 0.00, 0.00], [-0.02, 0.00, 0.01], [-0.06, -0.10, 0.01]],
  "de_lowest_ev": 0.000,
  "gap_ev": 7.3,
  "lumo_ev": -8.0422,
  "homo_energy_ev": -15.3,
  "total_charge": 3
}